[1]
DFT (ωB97M-V/def2-TZVPD) results for a structure of composition CBr2OS2 at a distorted geometry.

Geometry as ORCA input:
```
! RIJCOSX wB97M-V def2-TZVPD def2/J DEFGRID3
* xyz 0 1
C 0.0530 0.9534 0.9792
O -0.8676 1.4505 1.4864
S -0.9295 -0.6881 -2.0333
S 0.3005 0.0868 -0.5021
Br -0.3096 -2.7479 -1.8013
Br 1.7533 0.9454 1.8711
*
```

Properties
**Gap between HOMO and LUMO**: 8.072 eV
**Lowest unoccupied orbital energy**: -1.525 eV

Now the Löwdin charges, all in e: number 1, C, carries -1.280; number 2, O, carries 0.000; number 3, S, carries -0.025; number 4, S, carries 0.415; number 5, Br, carries 0.186; number 6, Br, carries 0.703

[2]
DFT (ωB97M-V/def2-TZVPD) results for a structure of composition C6H10O at a distorted geometry.

Geometry as ORCA input:
```
! RIJCOSX wB97M-V def2-TZVPD def2/J DEFGRID3
* xyz 0 1
C 0.4222 1.2152 1.5434
C 0.5091 1.2324 0.0266
C 1.4117 0.1827 -0.5754
C -0.3536 0.3989 -0.8572
C -1.2050 -0.6678 -0.1907
C -1.3816 -1.8851 -1.0741
O -0.5150 -2.2417 -1.8461
H 1.3182 1.6743 1.9705
H 0.3568 0.1994 1.9453
H -0.4462 1.7766 1.9008
H 0.6959 2.2409 -0.3505
H 2.1053 0.5567 -1.3376
H 1.8251 -0.5488 0.1262
H 0.6353 -0.3526 -1.3763
H -2.1880 -0.2045 -0.0192
H -0.8926 -1.0481 0.7997
H -2.3461 -2.4626 -0.9650
*
```

Properties
**Gap between HOMO and LUMO**: 8.936 eV
**Lowest unoccupied orbital energy**: 1.015 eV
**Energy above the lowest of the compared OMol25 structures with the same formula, charge and spin**: 3.765 eV

Atomic partial charges in e from the Löwdin method, atoms 1 to 8: number 1, C, carries -0.077; number 2, C, carries -0.394; number 3, C, carries -0.062; number 4, C, carries -0.108; number 5, C, carries -0.203; number 6, C, carries -0.251; number 7, O, carries 0.035; number 8, H, carries 0.078

[3]
DFT (ωB97M-V/def2-TZVPD) results for the molecule C3H8N2O2 at a distorted geometry.

Geometry as ORCA input:
```
! RIJCOSX wB97M-V def2-TZVPD def2/J DEFGRID3
* xyz 0 1
N -2.0920 0.0221 -1.6287
C -1.1769 -0.0687 -0.5962
O -1.4358 -0.8769 0.2974
N -0.0212 0.6799 -0.6311
C 1.2479 0.1396 0.1388
C 1.2046 0.0715 1.6596
O 0.2019 -0.7456 2.1666
H -2.9905 -0.3780 -1.3777
H -2.1539 0.8670 -2.1705
H 0.0637 1.1834 -1.5200
H 2.1547 0.7281 -0.1121
H 1.3888 -0.9070 -0.1890
H 1.2536 1.0406 2.1879
H 2.2462 -0.3318 1.6995
H -0.5018 -0.8674 1.4403
*
```

Properties
**Gap between HOMO and LUMO**: 10.000 eV
**Lowest unoccupied orbital energy**: 0.590 eV
**Energy above the lowest of the compared OMol25 structures with the same formula, charge and spin**: 0.963 eV
**SMILES**: NC(=O)NCCO

Atomic partial charges in e from the Löwdin method, atoms 1 to 8: number 1, N, carries 0.150; number 2, C, carries -0.575; number 3, O, carries 0.043; number 4, N, carries 0.084; number 5, C, carries -0.118; number 6, C, carries -0.314; number 7, O, carries -0.090; number 8, H, carries 0.110

[4]
DFT (ωB97M-V/def2-TZVPD) results for a cluster of 2 separate species, C5H12Si in total at a distorted geometry.

Geometry as ORCA input:
```
! RIJCOSX wB97M-V def2-TZVPD def2/J DEFGRID3
* xyz 0 1
C -1.9299 1.8884 0.7252
C -0.9828 1.3342 -0.1260
C -2.2072 -2.0290 -1.3809
C 2.8348 -0.7349 0.9892
C -0.0833 0.4545 0.3326
Si 1.7287 0.3989 -0.1935
H -2.7795 2.3222 0.2043
H -1.9328 1.6692 1.7176
H -0.9650 1.5395 -1.2143
H -1.1768 -2.0106 -1.7220
H -2.8734 -2.8248 -1.7824
H -2.3450 -1.1287 -0.9422
H 3.6105 -1.2929 0.3149
H 3.4777 -0.2347 1.8299
H 2.1641 -1.5445 1.2916
H -0.1364 0.3009 1.4376
H 1.6007 0.0506 -1.5863
H 1.9959 1.8417 0.1046
*
```

Properties
**Gap between HOMO and LUMO (alpha / beta)**: 3.826 / 3.310 eV
**Lowest unoccupied orbital energy (alpha / beta)**: -2.310 / -2.625 eV
**Energy above the lowest of the compared OMol25 structures with the same formula, charge and spin**: 7.451 eV

Atomic partial charges in e from the Löwdin method, atoms 1 to 8: number 1, C, carries 0.056; number 2, C, carries -0.332; number 3, C, carries 0.117; number 4, C, carries -0.269; number 5, C, carries -0.291; number 6, Si, carries 0.625; number 7, H, carries 0.054; number 8, H, carries 0.020